Here is 6 unconnected molecules or ions with the total composition C36H73BO17 from the Open Molecules 2025 dataset. Energies are from wB97M-V/def2-TZVPD.

Geometry as ORCA input:
```
! RIJCOSX wB97M-V def2-TZVPD def2/J DEFGRID3
* xyz 0 1
C -2.312 2.557 0.620
C -3.131 1.755 -0.492
C -4.675 1.647 -0.089
C -4.861 0.749 1.236
C -5.547 -0.646 0.862
C -4.647 -1.630 -0.008
C -3.550 -2.447 0.863
O -4.327 -3.028 1.952
C -4.023 -2.405 3.217
C -5.032 -3.085 4.293
C -5.089 -4.672 4.074
O -2.983 -3.560 0.182
C -2.714 -3.326 -1.210
C -3.834 -3.963 -2.210
O -4.467 -5.036 -1.456
C -3.888 -6.317 -1.793
C -2.527 -6.652 -1.031
O -2.605 -1.457 1.324
C -1.279 -1.955 1.424
O -0.902 -2.869 2.183
B -0.114 -1.341 0.434
O 0.342 0.018 0.470
O 0.536 -2.229 -0.514
C 1.552 -3.025 0.137
H -2.423 2.155 1.675
H -1.197 2.482 0.361
H -2.689 3.636 0.628
H -3.067 2.356 -1.473
H -2.698 0.728 -0.735
H -5.211 1.076 -0.931
H -5.175 2.674 0.042
H -5.622 1.313 1.893
H -3.925 0.627 1.859
H -5.961 -1.090 1.822
H -6.467 -0.392 0.216
H -4.141 -1.005 -0.830
H -5.344 -2.392 -0.493
H -4.279 -1.284 3.253
H -2.978 -2.600 3.614
H -6.061 -2.641 4.092
H -4.731 -2.802 5.360
H -4.014 -5.057 4.058
H -5.552 -4.955 3.075
H -5.694 -5.126 4.922
H -2.451 -2.249 -1.479
H -1.760 -3.927 -1.447
H -4.612 -3.136 -2.387
H -3.389 -4.311 -3.195
H -4.650 -7.114 -1.467
H -3.824 -6.388 -2.930
H -1.633 -6.307 -1.667
H -2.417 -7.764 -0.793
H -2.432 -6.083 -0.039
H 1.075 0.013 1.134
H 2.392 -2.410 0.617
H 2.072 -3.681 -0.651
H 1.146 -3.754 0.918
O -3.375 1.755 3.722
C -3.497 2.831 4.257
O -4.678 3.183 4.797
C -4.877 4.347 5.612
C -5.132 5.573 4.760
C -2.371 3.826 4.249
H -4.046 4.483 6.309
H -5.760 4.144 6.222
H -4.277 5.804 4.121
H -5.338 6.442 5.388
H -5.985 5.406 4.098
H -2.376 4.365 3.300
H -1.431 3.283 4.349
H -2.403 4.536 5.073
O 4.450 -0.762 4.291
C 4.775 -0.103 3.332
O 3.968 -0.032 2.259
C 4.171 0.866 1.154
C 5.129 0.273 0.142
C 6.117 0.572 3.279
H 4.482 1.848 1.501
H 3.193 1.001 0.685
H 6.119 0.108 0.574
H 5.235 0.935 -0.720
H 4.767 -0.699 -0.202
H 6.869 -0.152 2.961
H 6.363 0.928 4.281
H 6.148 1.443 2.629
O 4.691 3.522 0.409
C 4.603 3.957 -0.717
O 5.577 3.714 -1.608
C 5.484 4.019 -3.010
C 5.870 5.457 -3.284
C 3.457 4.844 -1.113
H 4.494 3.768 -3.400
H 6.190 3.355 -3.514
H 5.198 6.156 -2.786
H 5.850 5.663 -4.353
H 6.875 5.659 -2.904
H 3.672 5.867 -0.800
H 2.558 4.494 -0.602
H 3.230 4.827 -2.176
O -1.354 -11.894 -2.212
C -0.345 -11.332 -1.861
O -0.249 -9.993 -1.964
C 0.820 -9.216 -1.406
C 2.007 -9.170 -2.346
C 0.848 -12.116 -1.391
H 1.086 -9.574 -0.408
H 0.426 -8.205 -1.275
H 2.423 -10.165 -2.517
H 2.794 -8.531 -1.941
H 1.705 -8.782 -3.322
H 1.414 -12.460 -2.258
H 0.493 -12.980 -0.828
H 1.504 -11.564 -0.721
O 4.559 7.242 -5.188
C 5.096 8.317 -5.319
O 6.091 8.677 -4.488
C 6.915 9.838 -4.670
C 6.257 11.072 -4.089
C 4.608 9.302 -6.345
H 7.189 9.962 -5.721
H 7.844 9.639 -4.132
H 5.314 11.299 -4.590
H 6.915 11.939 -4.182
H 6.024 10.917 -3.033
H 3.754 9.846 -5.940
H 4.295 8.749 -7.232
H 5.367 10.007 -6.678
*
```

## Properties
HOMO level	-9.21	eV
E_LUMO	0.40	eV
electronic energy	-2719.33908	Ha
structure (SMILES)	CCCCCC[C@@](OCCC)(OCCOCC)OC(=O)B(O)OC.CCOC(C)=O.CCOC(C)=O.CCOC(C)=O.CCOC(C)=O.CCOC(C)=O

Löwdin population analysis, charges in e, atoms 1 to 99:
1. C -0.118
2. C -0.249
3. C -0.203
4. C -0.203
5. C -0.176
6. C -0.055
7. C -0.439
8. O -0.067
9. C -0.195
10. C -0.204
11. C -0.124
12. O -0.045
13. C -0.149
14. C -0.147
15. O -0.188
16. C -0.248
17. C -0.083
18. O 0.025
19. C -0.219
20. O 0.118
21. B -0.386
22. O 0.110
23. O -0.034
24. C -0.090
25. H 0.047
26. H 0.072
27. H 0.078
28. H 0.106
29. H 0.092
30. H 0.101
31. H 0.112
32. H 0.116
33. H 0.069
34. H 0.106
35. H 0.119
36. H 0.114
37. H 0.128
38. H 0.125
39. H 0.126
40. H 0.100
41. H 0.111
42. H 0.081
43. H 0.076
44. H 0.068
45. H 0.136
46. H 0.127
47. H 0.117
48. H 0.127
49. H 0.127
50. H 0.118
51. H 0.071
52. H 0.077
53. H 0.089
54. H 0.111
55. H 0.099
56. H 0.105
57. H 0.101
58. O 0.076
59. C -0.509
60. O 0.004
61. C -0.232
62. C -0.068
63. C 0.013
64. H 0.115
65. H 0.123
66. H 0.067
67. H 0.082
68. H 0.085
69. H 0.091
70. H 0.098
71. H 0.070
72. O 0.095
73. C -0.530
74. O -0.014
75. C -0.235
76. C -0.049
77. C 0.012
78. H 0.081
79. H 0.115
80. H 0.073
81. H 0.072
82. H 0.078
83. H 0.097
84. H 0.092
85. H 0.074
86. O 0.072
87. C -0.506
88. O 0.000
89. C -0.218
90. C -0.074
91. C 0.020
92. H 0.118
93. H 0.123
94. H 0.068
95. H 0.064
96. H 0.089
97. H 0.100
98. H 0.094
99. H 0.074


Here is a molecular structure, C33H46BeN5O2P from the Open Molecules 2025 dataset. Energies are from wB97M-V/def2-TZVPD.

Geometry as ORCA input:
```
! RIJCOSX wB97M-V def2-TZVPD def2/J DEFGRID3
* xyz 0 1
Be -0.286 0.113 -0.543
C -2.810 -1.316 -2.544
C -2.970 -1.267 -1.057
C -4.205 -1.609 -0.507
C -4.383 -1.574 0.857
C -3.296 -1.276 1.660
C -2.089 -0.976 1.052
N -1.948 -0.903 -0.277
C -0.832 -0.830 1.826
C -0.839 -0.957 3.204
C 0.365 -0.950 3.874
C 1.518 -0.768 3.147
C 1.457 -0.550 1.770
N 0.290 -0.619 1.114
C 2.717 -0.174 1.056
C 3.861 0.145 1.790
C 5.017 0.479 1.112
C 4.995 0.507 -0.267
C 3.800 0.230 -0.925
C 3.737 0.276 -2.421
N 2.688 -0.102 -0.269
H -3.635 -1.877 -2.980
H -1.876 -1.802 -2.810
H -2.806 -0.308 -2.960
H -5.012 -1.900 -1.165
H -5.343 -1.806 1.298
H -3.398 -1.285 2.733
H -1.765 -1.057 3.748
H 0.402 -1.081 4.947
H 2.468 -0.798 3.654
H 3.857 0.184 2.867
H 5.917 0.728 1.658
H 5.885 0.738 -0.836
H 4.628 0.744 -2.838
H 2.854 0.824 -2.743
H 3.663 -0.739 -2.803
C -2.822 3.216 -1.382
C -1.589 4.093 -1.105
C -2.048 5.497 -0.699
C -0.831 4.210 -2.436
P -0.472 3.145 0.114
N -0.463 1.638 -0.151
C -1.159 3.476 1.872
C -0.574 2.416 2.816
C -0.939 4.863 2.482
C -2.668 3.189 1.835
C 1.278 3.906 0.006
C 2.075 3.389 1.212
C 1.405 5.431 -0.033
C 1.954 3.313 -1.239
H -3.252 3.505 -2.345
H -3.597 3.333 -0.628
H -2.535 2.166 -1.451
H -2.614 5.923 -1.534
H -1.219 6.170 -0.491
H -2.710 5.490 0.164
H -1.545 4.444 -3.229
H -0.351 3.274 -2.700
H -0.093 5.010 -2.414
H 0.459 2.605 3.091
H -0.631 1.442 2.335
H -1.163 2.390 3.738
H 0.108 5.056 2.707
H -1.486 4.915 3.430
H -1.306 5.668 1.850
H -2.873 2.252 1.316
H -3.234 3.985 1.359
H -3.034 3.100 2.862
H 1.821 3.914 2.130
H 3.143 3.543 1.030
H 1.909 2.322 1.359
H 0.920 5.918 0.809
H 1.009 5.855 -0.953
H 2.469 5.688 0.009
H 1.629 2.282 -1.391
H 3.038 3.309 -1.096
H 1.741 3.887 -2.137
O 0.907 -2.566 -1.655
C 0.683 -1.667 -2.439
C 0.839 -1.808 -3.953
C 0.326 -0.484 -4.494
C -0.240 0.208 -3.261
O -0.991 1.161 -3.318
N 0.154 -0.442 -2.116
H 0.258 -2.669 -4.285
H 1.878 -2.012 -4.198
H -0.457 -0.571 -5.246
H 1.115 0.145 -4.912
*
```

## Properties
HOMO level	-7.09	eV
E_LUMO	-0.32	eV
electronic energy	-2065.64254	Ha

Partial atomic charges computed with the Löwdin method, in multiples of e:
1. Be 0.067
2. C 0.006
3. C -0.244
4. C -0.012
5. C -0.038
6. C -0.002
7. C -0.177
8. N 0.181
9. C -0.193
10. C -0.012
11. C -0.032
12. C 0.000
13. C -0.147
14. N 0.177
15. C -0.209
16. C -0.025
17. C -0.053
18. C -0.021
19. C -0.309
20. C -0.017
21. N 0.193
22. H 0.086
23. H 0.079
24. H 0.087
25. H 0.114
26. H 0.114
27. H 0.103
28. H 0.108
29. H 0.117
30. H 0.102
31. H 0.098
32. H 0.110
33. H 0.112
34. H 0.079
35. H 0.068
36. H 0.083
37. C -0.098
38. C -0.579
39. C -0.085
40. C -0.098
41. P 0.880
42. N -0.156
43. C -0.578
44. C -0.098
45. C -0.081
46. C -0.098
47. C -0.575
48. C -0.093
49. C -0.078
50. C -0.100
51. H 0.083
52. H 0.059
53. H 0.051
54. H 0.089
55. H 0.063
56. H 0.056
57. H 0.088
58. H 0.050
59. H 0.059
60. H 0.064
61. H 0.039
62. H 0.087
63. H 0.061
64. H 0.086
65. H 0.060
66. H 0.072
67. H 0.057
68. H 0.082
69. H 0.063
70. H 0.085
71. H 0.056
72. H 0.061
73. H 0.059
74. H 0.088
75. H 0.047
76. H 0.081
77. H 0.068
78. O 0.045
79. C -0.524
80. C -0.092
81. C -0.084
82. C -0.509
83. O 0.033
84. N 0.099
85. H 0.118
86. H 0.108
87. H 0.117
88. H 0.118


Here is 2 unconnected molecules or ions with the total composition C3H9N2O2 from the Open Molecules 2025 dataset. Energies are from wB97M-V/def2-TZVPD.

Geometry as ORCA input:
```
! RIJCOSX wB97M-V def2-TZVPD def2/J DEFGRID3
* xyz 1 1
C 1.012 0.564 1.195
C 1.336 -0.027 -1.246
C 0.926 -0.323 0.081
N -1.735 0.161 -0.745
N -1.199 -0.620 0.029
O -2.946 0.837 -0.615
O -1.710 -0.819 1.314
H 1.878 0.196 1.780
H 1.092 1.526 0.932
H 0.158 0.346 1.864
H 2.506 -0.099 -1.351
H 1.048 0.993 -1.665
H 1.254 -0.875 -2.018
H 0.981 -1.430 0.361
H -3.280 1.213 -1.519
H -1.321 -1.644 1.604
*
```

## Properties
relative energy (zero: lowest compared OMol25 entry of this formula, charge and spin)	177.9	kcal/mol
HOMO level	-15.22	eV
E_LUMO	-5.40	eV
electronic energy	-379.22125	Ha

Partial atomic charges computed with the Löwdin method, in multiples of e:
1. C -0.030
2. C -0.079
3. C -0.156
4. N 0.021
5. N -0.058
6. O 0.038
7. O 0.043
8. H 0.148
9. H 0.064
10. H 0.113
11. H 0.171
12. H 0.129
13. H 0.131
14. H 0.163
15. H 0.185
16. H 0.116


Here is 9 unconnected molecules or ions with the total composition C41H45N9 from the Open Molecules 2025 dataset. Energies are from wB97M-V/def2-TZVPD.

Geometry as ORCA input:
```
! RIJCOSX wB97M-V def2-TZVPD def2/J DEFGRID3
* xyz 0 1
N -0.605 -3.157 -1.524
C -0.227 -1.914 -1.037
C 0.076 -1.101 -2.105
C -0.020 -1.910 -3.279
C -0.299 -3.199 -2.866
H -0.823 -3.960 -0.951
H -0.282 -1.722 0.025
H 0.326 -0.053 -2.026
H 0.126 -1.578 -4.296
H -0.316 -4.041 -3.542
N -5.399 0.140 -2.605
C -5.283 1.337 -1.877
C -6.562 1.856 -1.790
C -7.387 0.970 -2.499
C -6.670 -0.061 -3.033
H -4.666 -0.523 -2.814
H -4.397 1.516 -1.286
H -6.863 2.729 -1.230
H -8.452 0.996 -2.677
H -6.954 -0.932 -3.605
N 5.454 -6.806 0.545
C 5.658 -8.141 0.330
C 4.951 -8.560 -0.778
C 4.256 -7.449 -1.260
C 4.544 -6.343 -0.427
H 5.908 -6.285 1.281
H 6.356 -8.645 0.984
H 5.018 -9.552 -1.199
H 3.628 -7.320 -2.129
H 4.309 -5.290 -0.394
N -3.539 4.507 -5.879
C -2.197 4.616 -5.634
C -1.552 5.492 -6.516
C -2.630 5.904 -7.341
C -3.807 5.237 -6.991
H -4.221 3.979 -5.353
H -1.778 4.021 -4.836
H -0.513 5.774 -6.593
H -2.566 6.688 -8.081
H -4.832 5.166 -7.325
N -3.028 4.445 2.929
C -3.600 3.391 3.603
C -4.758 3.562 4.345
C -5.450 4.760 4.244
C -4.892 5.843 3.559
C -3.637 5.710 3.029
H -3.114 2.427 3.618
H -5.093 2.642 4.802
H -6.407 4.902 4.724
H -5.489 6.743 3.548
H -3.137 6.545 2.559
N -1.488 -7.933 1.964
C -0.451 -8.438 2.656
C -0.638 -9.227 3.794
C -1.865 -9.545 4.225
C -2.928 -9.031 3.461
C -2.739 -8.312 2.307
H 0.482 -8.318 2.125
H 0.200 -9.694 4.291
H -1.949 -10.252 5.037
H -3.948 -9.239 3.748
H -3.559 -8.045 1.656
N 8.095 1.924 -4.668
C 7.294 0.837 -4.764
C 5.884 0.854 -4.586
C 5.341 2.112 -4.246
C 6.137 3.224 -3.999
C 7.485 3.101 -4.278
H 7.796 -0.057 -5.102
H 5.298 -0.054 -4.601
H 4.265 2.201 -4.295
H 5.743 4.200 -3.756
H 8.151 3.934 -4.107
N 2.141 8.247 1.790
C 2.041 7.315 0.830
C 2.909 6.228 0.756
C 3.925 6.072 1.743
C 3.975 7.014 2.806
C 3.066 8.048 2.742
H 1.232 7.568 0.161
H 2.818 5.437 0.027
H 4.590 5.221 1.704
H 4.806 7.088 3.493
H 3.163 8.762 3.546
N 1.810 -1.112 5.387
C 1.242 -2.296 5.245
C -0.122 -2.500 5.605
C -0.774 -1.469 6.305
C -0.131 -0.301 6.604
C 1.148 -0.101 6.061
H 1.790 -3.106 4.787
H -0.503 -3.500 5.459
H -1.781 -1.674 6.636
H -0.647 0.557 7.011
H 1.530 0.908 6.090
*
```

## Properties
relative energy (zero: lowest compared OMol25 entry of this formula, charge and spin)	49.7	kcal/mol
HOMO level	-7.97	eV
E_LUMO	0.26	eV
electronic energy	-2081.94629	Ha
structure (SMILES)	c1cc[nH]c1.c1cc[nH]c1.c1cc[nH]c1.c1cc[nH]c1.c1ccncc1.c1ccncc1.c1ccncc1.c1ccncc1.c1ccncc1

Partial atomic charges computed with the Löwdin method, in multiples of e:
1. N 0.005
2. C -0.142
3. C -0.118
4. C -0.120
5. C -0.147
6. H 0.144
7. H 0.103
8. H 0.086
9. H 0.086
10. H 0.103
11. N -0.012
12. C -0.115
13. C -0.113
14. C -0.147
15. C -0.147
16. H 0.142
17. H 0.101
18. H 0.091
19. H 0.089
20. H 0.110
21. N -0.005
22. C -0.160
23. C -0.127
24. C -0.121
25. C -0.105
26. H 0.142
27. H 0.103
28. H 0.091
29. H 0.086
30. H 0.095
31. N -0.002
32. C -0.160
33. C -0.088
34. C -0.131
35. C -0.144
36. H 0.150
37. H 0.097
38. H 0.089
39. H 0.083
40. H 0.104
41. N 0.052
42. C -0.148
43. C -0.093
44. C -0.082
45. C -0.095
46. C -0.123
47. H 0.095
48. H 0.096
49. H 0.101
50. H 0.100
51. H 0.097
52. N 0.042
53. C -0.133
54. C -0.103
55. C -0.085
56. C -0.081
57. C -0.149
58. H 0.101
59. H 0.102
60. H 0.109
61. H 0.095
62. H 0.101
63. N 0.046
64. C -0.151
65. C -0.055
66. C -0.088
67. C -0.088
68. C -0.142
69. H 0.092
70. H 0.094
71. H 0.097
72. H 0.099
73. H 0.095
74. N 0.048
75. C -0.152
76. C -0.068
77. C -0.056
78. C -0.075
79. C -0.175
80. H 0.100
81. H 0.091
82. H 0.094
83. H 0.096
84. H 0.096
85. N 0.040
86. C -0.163
87. C -0.056
88. C -0.100
89. C -0.092
90. C -0.111
91. H 0.096
92. H 0.092
93. H 0.099
94. H 0.099
95. H 0.096


- Which of these has the highest electronic energy?
  C3H9N2O2


- Which of these has the lowest HOMO level?
  C3H9N2O2


- Which value of HOMO level does entry 4 give?
  -7.97 eV